# 1
Molecular formula: C3H8NO
Method: DFT, ωB97M-V with the def2-TZVPD basis set

HOMO energy in eV: -2.732
Energy above the lowest of the compared OMol25 structures with the same formula, charge and spin in kJ/mol: 76.5
LUMO level in eV: 4.49

ORCA input file:
```
! wB97M-V def2-TZVPD RIJCOSX def2/J DEFGRID3
* xyz -1 1
C 0.719 1.039 2.300
O 0.937 1.131 0.941
H -0.138 1.643 2.644
H 1.573 1.459 2.856
H 0.605 -0.011 2.601
C -0.384 -0.874 -2.640
C -0.828 -0.492 -1.395
N -0.460 -0.648 -0.103
H 0.257 -1.760 -2.652
H -1.093 -0.735 -3.441
H -1.542 0.348 -1.454
H 0.059 -1.518 0.001
H 0.294 0.417 0.343
*
```



# 2
Molecular formula: CBrFI2
Method: DFT, ωB97M-V with the def2-TZVPD basis set

HOMO energy in eV: -9.542
Energy above the lowest of the compared OMol25 structures with the same formula, charge and spin in kJ/mol: 26.6
LUMO level in eV: -2.18

ORCA input file:
```
! wB97M-V def2-TZVPD RIJCOSX def2/J DEFGRID3
* xyz 0 1
C -0.290 -0.318 -0.442
F 0.994 -0.206 -0.164
Br -0.767 1.393 -1.057
I -0.190 2.467 3.959
I -1.020 0.175 2.701
*
```